83
Properties=species:S:1:pos:R:3:forces:R:3 method="wB97M-V/def2-TZVPD" gap_ha=0.347 smiles="O=C1OC[C@@H](F)O1.C[N+](=O)[O-].C[N+](=O)[O-].C[N+](=O)[O-].C[N+](=O)[O-].C[N+](=O)[O-].C[N+](=O)[O-].C[N+](=O)[O-].ClCCCl.ClCCCl.ClCCCl" fmax_ev_per_a=2.1 homo_energy_ev=-10.36
Cl 1.292959 -0.843741 5.193625 0.350 -0.036 0.132
Cl 1.046363 5.998839 -0.705399 -0.186 0.081 -0.277
Cl -2.814661 -5.881312 2.978093 -0.391 -0.838 0.571
Cl -2.534929 3.742351 -1.402394 -0.437 -0.184 -0.094
Cl -2.761645 -3.013667 -0.155913 -0.443 -0.022 -0.256
Cl -0.050439 -3.576390 3.112855 -0.162 0.271 -0.078
F -0.729588 2.257767 0.789198 -0.027 0.019 0.096
O 2.724238 0.089542 0.123776 0.020 0.000 -0.543
O 0.064837 -3.512970 -5.278108 0.001 -0.140 -0.137
O 0.622698 -0.628026 0.304149 0.092 -0.481 0.475
O 0.841832 -4.956450 -3.869680 -0.005 -0.178 -0.212
O -4.505869 0.505660 3.606337 -0.302 0.252 -0.314
O -3.140325 0.304840 -1.574422 -0.319 0.419 -0.014
O -0.453811 0.388923 -3.149017 0.562 0.144 -0.237
O 6.040490 1.415999 1.413652 -0.040 -0.074 -0.085
O 7.729891 0.241126 0.757785 -0.187 -0.010 0.085
O 5.545084 -1.559411 4.043975 0.059 -0.097 -0.178
O 0.980671 1.421291 -0.426789 -0.243 0.023 -0.002
O -3.767724 -1.262164 -2.885466 -0.040 0.068 -0.318
O 1.682139 2.282127 2.799436 -0.450 -0.504 0.176
O -2.415145 0.881764 3.293773 -0.282 0.108 -0.189
O -0.607403 2.222378 -4.265417 0.526 -0.302 0.134
O 4.233343 -3.216955 3.613283 0.168 -0.073 -0.084
O 1.147303 4.247183 2.064141 -0.358 -0.536 0.184
N 6.711676 0.869218 0.560964 0.312 0.049 -0.168
N 4.662886 -2.099575 3.410799 -0.299 0.636 0.247
N -3.934237 -0.186171 -2.354406 0.117 -0.449 0.230
N 0.102362 -4.055389 -4.190010 0.216 0.635 0.406
N 1.754673 3.189947 2.012802 0.531 1.280 -0.579
N -0.230177 1.070969 -4.139160 -1.057 -0.340 0.177
N -3.576725 0.840081 2.909524 1.174 -0.111 0.426
C 2.827454 3.131750 0.983493 0.674 -0.076 -0.019
C 6.298799 1.049410 -0.862610 -1.164 -0.109 0.343
C -3.241993 -4.434728 2.122521 0.863 1.018 -1.577
C -0.775246 -3.490997 -3.140575 -0.583 0.281 0.760
C -0.665635 -0.062958 0.138589 -0.818 -0.956 -0.207
C 0.339556 0.395250 -5.352020 -0.010 0.906 0.043
C -0.668128 5.527088 -0.754564 -0.314 -0.980 0.608
C -5.231868 0.498621 -2.593330 -0.351 0.437 -0.219
C 1.551673 0.258374 -0.004897 0.317 0.470 0.466
C -0.325433 -1.338659 4.690033 -0.286 -0.138 -0.085
C -3.791592 1.066132 1.451454 -0.192 -0.874 0.344
C -2.635352 -4.562312 0.722606 1.025 -0.462 0.360
C -0.370532 -1.824249 3.259171 -0.084 0.747 -0.510
C 3.956418 -1.314752 2.349160 -0.111 -1.152 -0.774
C -0.913539 4.373356 -1.721128 0.510 0.848 -0.434
C -0.424168 1.385555 -0.199437 0.407 -0.597 -0.872
H -0.823388 -4.162510 -2.290373 -0.063 -0.279 -0.253
H 0.317727 -1.322902 2.578575 0.387 -0.048 0.475
H -5.109815 1.511303 -2.973835 0.551 -0.044 0.130
H -3.626983 0.052649 1.078606 -0.431 0.040 -0.339
H 6.673517 0.221881 -1.450121 0.551 0.323 -0.112
H 1.294633 -0.076334 -5.149514 -0.108 -0.093 0.318
H -1.560320 -4.739838 0.751125 -0.016 0.112 0.490
H -0.381825 -2.552730 -2.748507 0.384 0.015 -0.440
H -0.940287 5.101205 0.212815 0.339 0.390 0.236
H -0.876427 4.682857 -2.763449 -0.027 -0.040 0.020
H -1.303999 6.390105 -0.922623 0.148 0.070 -0.290
H -5.738578 0.572492 -1.634596 -0.016 -0.194 -0.004
H -1.332187 -1.509282 2.839789 -0.296 -0.849 0.158
H 4.430916 -0.385511 2.066836 0.029 0.180 0.679
H -4.296952 -4.210515 1.979370 -0.153 -0.396 0.638
H -1.286435 -0.252197 1.014531 0.320 0.341 0.199
H -0.934921 1.625149 -1.128477 -0.043 0.490 0.190
H -0.178036 3.586782 -1.576323 -0.061 -0.013 0.092
H -0.413700 -0.321287 -5.662869 0.093 -0.100 -0.070
H -5.789377 -0.066211 -3.330749 0.004 -0.239 0.201
H 5.208701 1.007098 -0.899637 0.039 0.020 0.246
H 2.915961 -1.281505 2.656840 0.061 0.502 0.202
H -3.020379 1.677506 1.001233 -0.138 0.462 0.374
H 6.579142 2.065560 -1.122558 0.410 -0.200 -0.325
H -2.720269 -3.617020 2.613982 -0.309 0.100 0.126
H 3.540642 3.873653 1.339332 0.250 -0.266 0.053
H 0.451229 1.227993 -6.039494 0.047 -0.339 -0.326
H -1.140182 -0.603007 -0.680330 0.006 0.318 -0.110
H 2.529402 3.453533 -0.008058 -0.624 0.054 0.201
H 3.952632 -1.963843 1.473070 0.092 -0.030 0.031
H -0.985889 -0.483355 4.817595 0.093 0.036 -0.103
H 3.220478 2.119236 0.951269 0.146 0.265 0.165
H -1.751949 -3.262876 -3.557005 0.018 -0.207 -0.096
H -3.000059 -5.440555 0.189155 -0.647 0.499 -0.314
H -4.822066 1.386155 1.352339 0.082 0.082 -0.347
H -0.672155 -2.138369 5.341642 0.098 0.062 0.102


12
Properties=species:S:1:pos:R:3:forces:R:3 method="wB97M-V/def2-TZVPD" gap_ha=0.340 fmax_ev_per_a=10.2 de_lowest_ev=7.6978 homo_energy_ev=-9.10
O -2.501884 -0.921713 0.018738 -1.301 2.035 0.436
O 2.015789 -1.636205 0.162166 1.003 1.612 -0.506
N 0.707891 0.093613 -0.085719 -2.568 0.260 -2.548
N -1.483547 0.218560 0.075403 0.744 -7.682 -2.341
N 0.755362 1.513080 -0.057311 -5.445 2.083 3.478
C 1.905528 -0.422997 -0.058927 2.756 -2.379 -0.329
C -0.511169 -0.657165 -0.344698 0.920 9.230 4.227
H -0.463594 1.960454 -0.446086 4.763 -2.077 1.441
H 2.702953 0.415311 -0.289893 -0.883 -1.893 0.702
H 0.611608 1.643115 1.123714 0.266 0.343 -4.134
H -3.252733 -0.536364 0.485982 -0.135 -0.105 -0.135
H -0.486206 -1.669686 -0.583366 -0.120 -1.427 -0.290